Density functional theory data (the ωB97M-V functional and the def2-TZVPD basis) for C31H36NOPRuSi2Te as an isolated structure.

## Properties
E_tot: -71189.0858 eV
energy relative to the best compared isomer or geometry (same formula, charge and spin): 0.000 eV
HOMO-LUMO gap (spin up / spin down): 7.00 / 6.33 eV
strongest force on any atom: 0.910 eV Å⁻¹
E_LUMO (spin up / spin down): 0.38 / -1.36 eV
2S+1: 5
HOMO energy (spin up / spin down): -6.62 / -7.69 eV

Positions of all 74 atoms, in Å:
Ru1 0.0067 -0.0008 0.0325
O1 2.6590 -1.1178 -0.0406
C1 2.1469 -0.0377 0.1698
C2 2.9584 1.2230 0.1258
C3 4.3086 1.2264 0.4521
C4 4.9934 2.4291 0.4721
C5 4.3375 3.6162 0.1699
C6 2.9967 3.6063 -0.1823
C7 2.3063 2.3987 -0.2213
P1 0.5839 2.1750 -0.7380
C8 0.6302 2.4607 -2.5362
C9 1.2719 3.5690 -3.0945
C10 1.2731 3.7586 -4.4643
C11 0.6311 2.8463 -5.2951
C12 -0.0069 1.7465 -4.7487
C13 -0.0042 1.5565 -3.3727
C14 -0.2074 3.6838 -0.0920
C15 0.0466 4.0590 1.2261
C16 -0.5730 5.1708 1.7690
C17 -1.4633 5.9138 1.0063
C18 -1.7233 5.5463 -0.3048
C19 -1.0938 4.4389 -0.8556
H1 4.7980 0.2955 0.7060
H2 6.0416 2.4494 0.7419
H3 4.8742 4.5552 0.2131
H4 2.4887 4.5372 -0.3990
H5 1.7714 4.2874 -2.4595
H6 1.7752 4.6188 -4.8878
H7 0.6340 2.9968 -6.3670
H8 -0.5058 1.0277 -5.3862
H9 -0.4999 0.6968 -2.9473
H10 0.7220 3.4665 1.8340
H11 -0.3695 5.4507 2.7946
H12 -1.9530 6.7785 1.4352
H13 -2.4143 6.1225 -0.9065
H14 -1.2954 4.1662 -1.8843
C20 -4.6883 -1.0730 -1.5698
Si1 -2.9850 -0.2564 -1.4418
C21 -3.2041 1.5680 -1.8621
C22 -2.0247 -1.2179 -2.7783
C23 -2.1636 -0.4650 0.2339
C24 -1.7723 -1.8831 0.3465
C25 -2.4952 -2.9673 0.8429
C26 -1.8903 -4.2114 0.8535
C27 -0.5761 -4.3587 0.4079
C28 0.1041 -3.2393 -0.0289
N1 -0.4962 -2.0506 -0.0733
Si2 -3.1406 0.2451 1.6726
C29 -2.6914 -0.5714 3.3201
C30 -5.0167 0.0117 1.5267
C31 -2.8776 2.0952 1.8216
H15 -4.9572 -1.1255 -2.6283
H16 -5.4865 -0.5465 -1.0478
H17 -4.6623 -2.1003 -1.1968
H18 -3.1724 1.7314 -2.9419
H19 -2.4371 2.1925 -1.4029
H20 -4.1714 1.9286 -1.5044
H21 -2.1851 -0.7615 -3.7592
H22 -2.4353 -2.2301 -2.8300
H23 -0.9513 -1.3213 -2.6204
H24 -3.5032 -2.8223 1.2072
H25 -2.4320 -5.0755 1.2174
H26 -0.0871 -5.3219 0.4201
H27 1.1417 -3.2579 -0.3370
H28 -2.6102 -1.6580 3.2637
H29 -3.4811 -0.3383 4.0393
H30 -1.7568 -0.1984 3.7411
H31 -5.3263 -1.0187 1.3412
H32 -5.4472 0.6310 0.7369
H33 -5.4752 0.3296 2.4665
H34 -1.8184 2.3495 1.8192
H35 -3.3090 2.4470 2.7619
H36 -3.3568 2.6474 1.0100
Te1 0.8527 0.2681 2.4331